{
  "formula": "C3H10N2O2",
  "method": "ωB97M-V/def2-TZVPD",
  "e_lumo_ev": 0.666,
  "de_lowest_ev": 1.4365,
  "smiles": "C[C@@H](N)C(N)=O.O",
  "gap_ev": 10.16,
  "charge": 0,
  "elements": ["C", "C", "N", "C", "N", "O", "H", "H", "H", "H", "H", "H", "H", "H", "O", "H", "H"],
  "xyz": [[0.77599, -1.09510, -1.63193], [0.37022, -1.06487, -0.19610], [1.42967, -1.07306, 0.86361], [-0.69808, 0.06617, -0.12536], [-2.02720, -0.20653, 0.03943], [-0.37715, 1.25390, -0.08036], [1.35377, -0.09903, -1.74278], [-0.02304, -1.21622, -2.37002], [1.39417, -1.97130, -1.72773], [-0.19961, -1.99502, 0.08978], [1.12082, -1.46157, 1.67410], [1.91600, -0.16891, 0.97139], [-2.62445, 0.48882, -0.09851], [-2.23149, -1.15196, 0.22397], [-0.14885, 3.52525, 1.60207], [0.01777, 3.52174, 0.64821], [-0.04851, 2.64770, 1.86022]],
  "lowdin_charge": [-0.0667, -0.3865, 0.0733, -0.4675, 0.2000, 0.0197, 0.1224, 0.0889, 0.0700, 0.1395, 0.0200, 0.0925, 0.0552, 0.0885, -0.0505, 0.0300, -0.0289]
}